The following is a DFT calculation (wB97M-V/def2-TZVPD) of the molecule C25H29ClFN3O5 at a distorted geometry.

Charge = 0
Electronic energy = -2070.58294 Ha
Multiplicity = 1
SMILES = COC(CNC(=O)C1CCN(C(=O)c2cc3oc(C)cc3n2Cc2c(F)cccc2Cl)CC1)OC

Last columns: bonded neighbours and bond lengths (Å).
Atoms and positions in Å:
1 C -0.78932 -0.71673 -6.04102  O2 1.405, H36 1.088, H37 1.096, H38 1.095
2 O -0.10866 -0.55655 -4.82199  C1 1.405, C3 1.417
3 C 1.28206 -0.82313 -4.86827  O2 1.417, C4 1.539, O34 1.387, H39 1.110
4 C 1.56440 -2.32210 -4.66470  C3 1.539, N5 1.440, H40 1.095, H41 1.092
5 N 1.02748 -2.73681 -3.39434  C4 1.440, C6 1.357, H42 1.008
6 C 1.84548 -3.13402 -2.38745  N5 1.357, O7 1.213, C8 1.531
7 O 2.99584 -3.46069 -2.59095  C6 1.213
8 C 1.20116 -3.24498 -1.00270  C6 1.531, C9 1.533, C33 1.529, H43 1.097
9 C 2.28845 -3.05340 0.06047  C8 1.533, C10 1.527, H44 1.090, H45 1.091
10 C 2.77152 -1.60486 0.04178  C9 1.527, N11 1.449, H46 1.091, H47 1.095
11 N 1.68051 -0.67080 0.23529  C10 1.449, C12 1.351, C32 1.443
12 C 1.64553 0.08239 1.35622  N11 1.351, O13 1.228, C14 1.476
13 O 2.44948 -0.07950 2.27049  C12 1.228
14 C 0.64385 1.16426 1.42064  C12 1.476, C15 1.391, N22 1.379
15 C 0.26689 2.05972 0.42556  C14 1.391, C16 1.398, H48 1.071
16 C -0.58577 2.97489 1.05085  C15 1.398, O17 1.353, C21 1.396
17 O -1.33036 4.07333 0.78804  C16 1.353, C18 1.368
18 C -1.92094 4.41170 1.97431  O17 1.368, C19 1.486, C20 1.367
19 C -2.80627 5.60545 1.98087  C18 1.486, H49 1.089, H50 1.090, H51 1.086
20 C -1.57712 3.56084 2.98792  C18 1.367, C21 1.416, H52 1.070
21 C -0.70109 2.61925 2.39628  C16 1.396, C20 1.416, N22 1.356
22 N 0.07214 1.52797 2.62142  C14 1.379, C21 1.356, C23 1.441
23 C 0.18697 0.84964 3.88811  N22 1.441, C24 1.507, H53 1.093, H54 1.094
24 C -1.13101 0.23419 4.28164  C23 1.507, C25 1.392, C30 1.393
25 C -1.69274 -0.77465 3.50379  C24 1.392, F26 1.348, C27 1.381
26 F -1.01235 -1.21241 2.42519  C25 1.348
27 C -2.91317 -1.35762 3.78318  C25 1.381, C28 1.384, H55 1.078
28 C -3.61902 -0.92236 4.89082  C27 1.384, C29 1.382, H56 1.078
29 C -3.10038 0.07563 5.69428  C28 1.382, C30 1.388, H57 1.078
30 C -1.87298 0.64487 5.38663  C24 1.393, C29 1.388, Cl31 1.728
31 Cl -1.27340 1.88816 6.42600  C30 1.728
32 C 0.61888 -0.80512 -0.73324  N11 1.443, C33 1.533, H58 1.089, H59 1.095
33 C 0.08337 -2.24173 -0.71462  C8 1.529, C32 1.533, H60 1.092, H61 1.092
34 O 1.89668 -0.14284 -3.82723  C3 1.387, C35 1.414
35 C 1.85327 1.26682 -3.93419  O34 1.414, H62 1.093, H63 1.088, H64 1.096
36 H -1.80986 -0.38466 -5.86149  C1 1.088
37 H -0.33845 -0.10403 -6.83039  C1 1.096
38 H -0.80029 -1.76221 -6.36697  C1 1.095
39 H 1.68158 -0.49008 -5.84941  C3 1.110
40 H 1.11241 -2.89464 -5.48111  C4 1.095
41 H 2.64163 -2.49899 -4.64394  C4 1.092
42 H 0.12470 -2.34206 -3.18042  N5 1.008
43 H 0.80366 -4.26549 -0.93311  C8 1.097
44 H 3.13151 -3.71008 -0.15178  C9 1.090
45 H 1.88740 -3.29497 1.04592  C9 1.091
46 H 3.49619 -1.43326 0.83906  C10 1.091
47 H 3.23867 -1.39312 -0.92605  C10 1.095
48 H 0.60525 2.06099 -0.59070  C15 1.071
49 H -3.61239 5.48505 1.25798  C19 1.089
50 H -2.24306 6.49712 1.70692  C19 1.090
51 H -3.23007 5.74198 2.97099  C19 1.086
52 H -1.90883 3.61849 4.00398  C20 1.070
53 H 0.50198 1.56908 4.64857  C23 1.093
54 H 0.96184 0.08393 3.78981  C23 1.094
55 H -3.29090 -2.13617 3.14012  C27 1.078
56 H -4.57431 -1.36251 5.12877  C28 1.078
57 H -3.64312 0.42034 6.55996  C29 1.078
58 H -0.18975 -0.11924 -0.48516  C32 1.089
59 H 1.01273 -0.56089 -1.72565  C32 1.095
60 H -0.75067 -2.33593 -1.41245  C33 1.092
61 H -0.30742 -2.44685 0.28444  C33 1.092
62 H 0.82217 1.62975 -3.92509  C35 1.093
63 H 2.38989 1.64914 -3.06894  C35 1.088
64 H 2.34815 1.60049 -4.85298  C35 1.096

Results of the Mulliken charge analysis, in e, for atoms 1 through 5: number 1, C, carries -0.8016; number 2, O, carries -0.3230; number 3, C, carries 0.0708; number 4, C, carries -1.3969; number 5, N, carries -0.0805